Here is a 15-piece molecular cluster, H29O15 overall from the OMol25 dataset. Energies are from ωB97M-V/def2-TZVPD.

## Properties
charge	-1
2S+1	1
lowest unoccupied orbital energy	0.0891	Ha
highest occupied orbital energy	-6.91	eV
max |F|	0.1149	hartree/bohr

Positions of all 44 atoms, in Å:
O1 3.006 -0.926 -3.561
O2 1.889 -5.252 0.084
O3 0.183 -1.292 -2.018
O4 0.779 3.657 -1.092
O5 -2.555 -2.838 -0.082
O6 1.229 1.267 4.807
O7 3.985 -2.650 -1.174
O8 1.350 -2.056 1.917
O9 -1.696 1.138 3.862
O10 -5.490 0.743 -0.912
O11 -1.850 4.207 -2.819
O12 -2.182 -0.005 -2.304
O13 0.067 0.441 2.186
O14 -1.393 0.037 0.029
O15 2.848 3.389 1.000
H1 -4.869 0.886 -1.617
H2 0.810 3.554 -2.037
H3 -2.439 -1.901 0.027
H4 -0.272 -1.438 -1.064
H5 -0.777 0.423 1.391
H6 2.175 -0.738 -3.127
H7 -3.196 -3.186 0.539
H8 0.599 1.681 4.184
H9 0.742 -0.279 2.184
H10 2.492 2.489 0.912
H11 -2.536 3.587 -2.753
H12 -2.558 0.806 -2.611
H13 1.560 3.639 -0.675
H14 -0.638 -0.704 -2.257
H15 -1.149 0.290 3.833
H16 2.290 -2.231 1.755
H17 1.490 -5.053 0.886
H18 3.670 -1.726 -0.992
H19 1.253 -1.235 1.299
H20 3.254 -2.982 -1.735
H21 0.702 0.468 4.781
H22 -1.275 1.858 3.274
H23 -2.208 -0.051 0.432
H24 -5.263 0.692 -0.013
H25 -1.200 4.134 -2.196
H26 -1.784 -0.017 -1.273
H27 2.473 3.821 1.764
H28 2.309 -4.553 -0.334
H29 2.761 -1.084 -4.551

Here is a 2-piece molecular cluster, H3N2O2P overall from the OMol25 dataset. Energies are from ωB97M-V/def2-TZVPD.

## Properties
2S+1	3
lowest unoccupied orbital energy (spin up / spin down)	0.0125 / -0.0512	Ha
⟨S²⟩	2.006
highest occupied orbital energy (spin up / spin down)	-8.00 / -10.74	eV
max |F|	0.0216	hartree/bohr

Positions of all 8 atoms, in Å:
P1 0.735 -1.038 0.301
O1 1.717 1.355 0.222
O2 3.036 -0.239 -0.455
N1 -0.331 -0.010 0.990
N2 1.977 0.186 -0.030
H1 0.653 -0.599 -2.760
H2 -1.180 -0.296 1.436
H3 -0.077 0.973 1.040

Here is a single C3H10N2S molecule from the OMol25 dataset. Energies are from ωB97M-V/def2-TZVPD.

## Properties
2S+1	1
lowest unoccupied orbital energy	0.0353	Ha
structure (SMILES)	NC[C@H](N)CS
highest occupied orbital energy	-8.86	eV
max |F|	0.1192	hartree/bohr

Positions of all 16 atoms, in Å:
S1 0.656 -2.287 0.217
N1 -1.622 0.122 0.794
N2 0.583 2.339 -1.386
C1 -0.229 1.982 -0.108
C2 -0.467 0.416 -0.077
C3 0.662 -0.429 0.485
H1 0.208 2.608 0.515
H2 -0.676 0.235 -1.074
H3 -0.641 -2.480 -0.142
H4 0.945 1.450 -1.782
H5 -1.575 0.642 1.677
H6 1.663 -0.049 0.112
H7 -2.477 0.274 0.284
H8 -1.192 2.457 -0.167
H9 0.055 2.771 -2.123
H10 0.664 -0.357 1.577

Total energy list, top to bottom, in hartree: -1145.94187 -602.92703 -627.94330